No. 1
Molecular formula: C36H84F4N3O28P6S2
Method: DFT, the ωB97M-V functional and the def2-TZVPD basis

```
163
Properties=species:S:1:pos:R:3:forces:R:3
C 1.758 -1.650 3.310 -0.6 -0.7 -0.4
C 1.185 -0.141 3.244 0.3 -0.4 0.9
C 2.311 1.002 3.044 -1.5 0.7 -0.5
C 3.158 0.870 1.673 1.7 -0.8 2.9
O 2.698 1.736 0.590 1.4 -0.4 0.5
N 1.548 1.286 0.024 -0.8 0.7 -0.9
C 0.530 2.418 -0.125 -3.2 1.9 -2.1
N 0.347 3.354 1.031 3.3 3.1 -1.7
C 1.046 4.444 0.712 1.7 1.4 -1.8
O 1.716 5.413 0.298 -4.8 -6.3 2.8
C -0.769 1.546 -0.633 1.4 0.7 0.9
C -2.058 2.401 -1.068 -0.4 0.9 -0.2
C -3.284 2.364 -0.025 0.0 0.0 1.0
C -3.667 0.901 0.533 -0.8 0.0 -0.3
C -3.698 -0.274 -0.573 -0.1 -0.6 0.3
C -5.196 -0.584 -1.166 0.4 0.2 0.6
N -5.703 -1.847 -0.484 1.2 0.6 -0.1
C 0.013 0.634 -1.727 -0.3 -2.9 0.4
S -0.468 0.717 -3.519 -0.1 0.4 0.0
C 1.623 0.631 -1.358 -0.4 -2.3 0.7
C 2.185 -0.866 -1.111 0.8 -0.4 0.0
C 2.100 -1.843 -2.395 0.5 -1.3 0.2
C 1.784 -3.330 -1.810 1.3 -1.5 1.8
F 0.668 -4.100 -2.319 2.9 2.4 1.4
C 2.549 -3.937 -0.748 -1.9 0.6 -1.7
F 3.805 -3.372 -0.302 -4.0 -1.9 -0.9
F 2.048 -5.093 -0.080 2.3 3.4 -1.8
S 2.808 1.426 -2.552 1.5 4.7 -6.3
O 2.781 0.833 -3.937 0.0 0.0 5.2
O 2.634 2.921 -2.686 0.3 -4.5 2.2
F 4.387 1.163 -1.956 -3.3 0.0 -0.4
H 0.956 -2.329 2.803 1.5 1.0 1.0
H 1.933 -2.048 4.380 -0.3 0.9 -1.7
H 2.732 -1.829 2.728 -1.3 0.5 0.8
H 0.345 -0.115 2.448 1.3 0.2 1.0
H 0.655 0.051 4.264 0.8 -0.2 -1.9
H 2.959 1.079 3.991 -0.7 -0.3 -1.7
H 1.733 2.013 2.972 1.1 -1.6 0.2
H 3.256 -0.241 1.392 -0.3 1.7 -0.1
H 4.238 1.224 1.928 -2.0 -0.4 -0.9
H 1.148 0.506 0.583 -0.1 0.6 0.3
H 0.684 3.143 -1.016 0.9 -2.1 0.9
H -0.954 0.883 0.288 -0.4 0.7 -1.5
H -2.494 2.112 -2.104 1.2 0.1 1.8
H -1.735 3.515 -1.180 -0.4 -1.9 0.2
H -4.217 2.836 -0.509 1.6 -0.8 0.5
H -3.052 3.023 0.909 -0.3 -1.1 -1.7
H -3.015 0.597 1.435 -0.8 0.6 -1.5
H -4.755 0.986 0.948 1.9 -0.1 -0.6
H -3.394 -1.253 -0.015 -0.4 1.7 -1.1
H -2.945 -0.161 -1.435 -1.0 0.2 1.2
H -5.915 0.284 -0.876 1.2 -1.5 -0.6
H -5.183 -0.703 -2.323 -0.1 0.0 2.1
H -4.986 -2.589 -0.664 -1.0 0.7 0.0
H -5.615 -1.677 0.545 -0.3 -0.1 -1.1
H -0.298 -0.437 -1.404 0.7 1.6 -0.7
H -0.365 -0.553 -4.117 0.1 0.9 1.4
H 1.634 -1.418 -0.244 0.6 1.4 -1.4
H 3.301 -0.788 -0.779 -2.0 -0.1 -0.6
H 1.328 -1.505 -3.174 1.1 -0.8 1.4
H 3.132 -1.884 -2.933 -1.9 0.1 0.9
C 6.021 -1.575 8.887 0.4 0.2 0.0
O 5.315 -2.757 9.232 1.1 -2.5 -1.5
P 4.162 -3.347 8.101 -6.7 6.4 3.8
O 3.607 -1.946 7.849 1.3 -0.6 -1.0
O 3.327 -4.047 9.330 0.7 -0.9 -1.1
C 2.940 -3.244 10.436 0.3 0.1 0.8
O 3.019 -3.971 6.975 3.2 -1.7 -0.2
C 3.180 -5.355 6.679 -0.2 -0.6 -0.2
H 6.914 -1.516 9.512 0.0 -0.2 0.0
H 6.325 -1.596 7.839 -0.1 0.2 0.1
H 5.405 -0.696 9.088 -0.1 -0.2 -0.2
H 2.865 -2.187 10.180 0.1 -0.1 -0.2
H 3.664 -3.373 11.243 -0.1 0.1 0.0
H 1.963 -3.586 10.787 0.1 -0.1 -0.2
H 3.022 -5.960 7.575 0.0 0.0 0.0
H 4.181 -5.538 6.280 -0.1 -0.2 -0.1
H 2.441 -5.640 5.928 0.1 0.1 0.1
C -1.515 -6.177 -2.814 0.4 -0.1 0.2
O -2.320 -6.313 -3.974 1.0 1.7 -2.4
P -3.354 -4.997 -4.370 -7.0 -3.2 6.1
O -3.802 -4.804 -2.922 1.5 0.8 -0.7
O -4.381 -6.027 -5.133 0.9 1.1 -0.7
C -4.885 -7.143 -4.415 0.2 -0.9 0.0
O -4.325 -3.661 -4.855 3.3 -0.4 -1.5
C -4.161 -3.277 -6.217 -0.1 0.3 -0.7
H -0.703 -6.905 -2.874 0.0 0.1 -0.2
H -1.088 -5.176 -2.756 -0.2 -0.2 0.2
H -2.102 -6.394 -1.920 -0.1 0.2 -0.1
H -4.881 -6.983 -3.336 0.1 0.2 -0.1
H -4.287 -8.024 -4.655 -0.1 0.0 0.1
H -5.915 -7.324 -4.734 0.2 0.2 -0.1
H -4.475 -4.085 -6.883 0.0 0.1 0.0
H -3.116 -3.023 -6.410 -0.2 0.1 -0.3
H -4.781 -2.400 -6.411 0.1 -0.1 0.1
C 1.636 10.526 4.713 -0.2 0.5 -0.1
O 2.637 9.518 4.721 0.7 -1.2 -2.8
P 2.121 7.892 4.507 -2.2 -0.4 9.6
O 0.936 8.054 5.456 0.1 0.2 -1.9
O 3.430 7.362 5.344 -0.2 -0.3 -1.6
C 3.659 7.875 6.649 0.5 0.6 0.4
O 1.655 6.262 4.197 1.3 1.6 -2.8
C 2.411 5.619 3.178 0.3 -0.1 -0.1
H 2.121 11.486 4.527 0.1 -0.2 -0.1
H 0.905 10.340 3.925 -0.1 0.1 0.2
H 1.144 10.575 5.686 -0.1 -0.3 -0.2
H 2.745 8.239 7.122 -0.1 -0.1 -0.2
H 4.387 8.687 6.593 -0.1 0.0 0.1
H 4.075 7.076 7.268 -0.1 -0.1 -0.3
H 3.461 5.540 3.471 0.0 -0.1 0.0
H 2.328 6.178 2.245 0.2 -0.2 0.1
H 2.011 4.613 3.027 0.0 0.0 0.1
C 6.707 -2.480 -0.397 -0.1 -0.3 -0.2
O 7.337 -1.218 -0.563 2.9 -0.1 -0.9
P 8.423 -0.713 0.672 -7.2 3.3 5.7
O 7.486 -1.162 1.792 1.1 -0.9 -0.9
O 8.122 0.859 0.299 1.2 -0.6 -0.3
C 6.780 1.313 0.297 -0.4 0.2 -0.7
O 9.589 -0.219 1.837 1.1 -1.6 -3.2
C 10.837 0.192 1.284 0.7 0.3 0.0
H 6.330 -2.804 -1.369 0.2 0.1 -0.1
H 7.417 -3.222 -0.029 -0.3 -0.1 0.1
H 5.860 -2.391 0.285 0.3 0.1 0.2
H 6.132 0.707 0.933 0.2 -0.2 0.0
H 6.399 1.301 -0.726 -0.1 0.0 0.1
H 6.761 2.343 0.663 0.3 -0.1 0.0
H 10.705 1.075 0.654 0.0 0.0 0.0
H 11.271 -0.621 0.696 0.2 0.2 0.1
H 11.516 0.440 2.101 -0.2 -0.1 0.0
C -3.135 -3.649 -11.951 -0.2 -0.4 -0.2
O -2.452 -2.414 -12.110 3.0 -0.3 -0.6
P -1.421 -1.911 -10.829 -7.7 3.8 4.8
O -2.431 -2.299 -9.752 1.3 -1.0 -0.6
O -1.652 -0.343 -11.262 1.4 -0.7 -0.1
C -2.980 0.151 -11.352 -0.6 0.2 -0.6
O -0.307 -1.411 -9.615 1.4 -1.7 -2.8
C 0.979 -1.052 -10.109 0.6 0.3 0.0
H -3.467 -3.984 -12.935 0.2 0.1 0.0
H -2.474 -4.405 -11.523 -0.3 0.0 0.1
H -4.016 -3.513 -11.322 0.3 0.0 0.2
H -3.680 -0.416 -10.738 0.2 -0.1 0.0
H -3.303 0.121 -12.395 -0.1 0.0 0.1
H -2.987 1.192 -11.016 0.3 -0.2 0.0
H 0.908 -0.186 -10.771 0.1 0.0 0.0
H 1.422 -1.894 -10.648 0.2 0.2 0.1
H 1.620 -0.796 -9.263 -0.1 -0.1 0.0
C -9.365 -0.277 3.217 -0.1 -0.5 0.2
O -9.968 0.963 2.877 -1.9 -0.2 -2.4
P -9.357 1.786 1.496 7.3 3.8 5.6
O -7.909 1.507 1.899 -0.8 -1.1 -1.0
O -9.835 3.218 2.143 -0.7 -0.6 -1.3
C -9.404 3.552 3.454 -0.4 0.0 0.8
O -8.781 2.609 0.098 -3.0 -2.0 -0.6
C -9.802 3.008 -0.812 -0.3 0.4 -0.5
H -10.047 -0.818 3.875 -0.2 0.1 -0.2
H -9.185 -0.878 2.323 0.2 0.0 0.2
H -8.432 -0.106 3.756 0.0 0.1 -0.3
H -8.484 3.039 3.735 0.0 -0.1 -0.2
H -10.193 3.300 4.166 0.1 0.0 0.0
H -9.228 4.630 3.497 -0.1 -0.1 -0.3
H -10.475 3.728 -0.342 0.0 0.0 0.0
H -10.369 2.134 -1.145 0.0 0.2 -0.2
H -9.334 3.477 -1.679 0.0 -0.1 0.1
```
Positions in Å, forces in eV/Å.

Properties
- Max |F|: 0.1943 Eh/bohr
- Molar mass: 1333.03 g/mol
- HOMO-LUMO gap: 0.2317 Eh
- Total charge: +1

---

No. 2
Molecular formula: C36H84N4O4
Method: DFT, the ωB97M-V functional and the def2-TZVPD basis

```
128
Properties=species:S:1:pos:R:3:forces:R:3
C 6.602 5.158 -1.055 0.1 0.3 0.9
C 5.449 5.311 -2.045 -0.6 -1.0 0.2
N 5.685 6.154 -3.205 -0.4 0.1 0.0
C 5.671 7.562 -2.863 -0.1 0.7 1.2
C 5.446 8.519 -4.017 0.9 -0.5 -0.9
C 6.803 5.739 -4.035 0.5 -0.5 -0.1
C 6.551 4.427 -4.761 0.4 -0.6 -0.5
H 7.466 4.650 -1.480 0.1 0.3 -0.1
H 6.386 4.625 -0.121 -0.6 -0.5 -0.5
H 6.860 6.119 -0.596 0.4 0.2 -0.7
H 5.106 4.330 -2.395 0.5 -0.1 -0.1
H 4.543 5.629 -1.520 0.2 0.6 0.0
H 4.886 7.742 -2.117 -0.3 -0.3 -0.3
H 6.550 7.839 -2.251 0.3 0.1 -0.5
H 4.510 8.347 -4.543 -0.3 0.1 0.3
H 5.575 9.569 -3.763 -0.2 0.0 0.3
H 6.205 8.329 -4.785 0.0 0.1 0.0
H 7.741 5.553 -3.489 -0.1 0.4 0.4
H 7.042 6.541 -4.728 -0.2 -0.1 -0.2
H 6.452 3.602 -4.053 -0.7 0.1 0.1
H 7.421 4.073 -5.326 0.2 0.6 0.0
H 5.751 4.452 -5.503 -0.3 0.0 0.4
C 0.966 1.499 0.019 0.6 0.5 -0.5
C 1.143 0.363 -0.974 -1.9 -0.6 0.6
N -0.211 -0.113 -1.410 -0.1 -0.4 -0.3
C -0.002 -0.972 -2.593 0.5 -0.7 -0.2
C 0.606 -0.255 -3.814 0.4 -0.2 1.1
C -0.764 -1.011 -0.365 0.1 1.0 -0.4
C -2.150 -1.549 -0.729 0.7 -1.1 0.1
H 0.658 2.377 -0.553 -0.3 0.1 0.3
H 1.896 1.767 0.527 0.1 -0.1 -0.1
H 0.247 1.265 0.798 -0.2 0.0 -0.1
H 1.632 0.648 -1.895 0.6 0.2 0.4
H 1.605 -0.497 -0.466 0.6 0.1 -0.3
H 0.704 -1.744 -2.230 0.2 -0.1 -0.5
H -0.856 -1.586 -2.881 -0.5 0.6 0.2
H 1.674 -0.270 -3.592 0.1 0.6 -0.6
H 0.508 -0.725 -4.785 -0.4 -0.4 0.2
H 0.233 0.765 -3.886 0.0 0.0 0.0
H -0.860 -0.456 0.567 0.2 0.1 0.0
H 0.014 -1.773 -0.220 -0.4 -0.5 0.3
H -2.082 -2.569 -1.120 0.1 0.1 -0.2
H -2.607 -0.939 -1.504 -0.3 0.2 0.3
H -2.740 -1.682 0.176 -0.3 0.5 -0.1
C 2.482 2.829 -3.405 0.5 0.3 0.7
C 2.537 4.285 -3.853 -0.1 -0.9 -0.6
N 1.686 4.486 -5.026 0.0 0.6 -0.3
C 0.277 4.247 -4.767 -0.8 -1.0 0.6
C -0.322 4.910 -3.518 -0.2 0.9 -0.4
C 1.857 5.822 -5.611 0.6 -0.1 0.1
C 3.266 6.060 -6.147 -0.1 -0.2 0.2
H 1.486 2.404 -3.310 0.0 0.1 0.0
H 2.954 2.798 -2.416 0.0 -0.3 0.0
H 3.094 2.220 -4.070 -0.1 -0.1 0.0
H 2.306 4.960 -3.019 0.0 0.2 -0.1
H 3.575 4.427 -4.152 -0.1 0.5 0.1
H -0.334 4.479 -5.642 0.3 0.6 -0.1
H 0.063 3.174 -4.689 0.4 -0.1 0.2
H -0.165 5.994 -3.560 0.2 0.0 0.1
H -1.410 4.817 -3.511 0.0 -0.4 0.1
H 0.080 4.568 -2.567 0.0 -0.3 -0.1
H 1.651 6.611 -4.874 -0.2 0.1 0.0
H 1.157 5.909 -6.442 -0.2 0.1 0.1
H 3.348 7.074 -6.542 0.0 0.0 -0.2
H 3.494 5.320 -6.918 0.1 0.1 -0.1
H 4.018 5.972 -5.362 0.0 0.0 0.0
C 4.861 0.463 -0.119 0.1 0.4 -0.9
C 5.828 1.313 -0.962 -0.4 -0.1 0.5
N 6.571 0.474 -1.891 0.3 0.2 -0.7
C 7.752 1.191 -2.369 0.8 0.0 0.3
C 8.801 1.346 -1.270 -0.3 0.9 1.1
C 5.739 0.068 -3.034 0.2 -0.6 0.8
C 6.391 -1.031 -3.869 -0.9 0.8 -1.1
H 4.404 1.074 0.658 0.1 -0.2 0.2
H 5.445 -0.381 0.243 -0.2 0.1 0.4
H 4.047 0.056 -0.721 0.0 0.0 0.0
H 5.331 2.155 -1.476 -0.3 -0.1 -0.2
H 6.491 1.816 -0.255 0.3 -0.3 -0.1
H 7.450 2.158 -2.792 0.1 0.2 0.0
H 8.318 0.691 -3.157 -0.8 -0.5 -0.2
H 8.594 2.194 -0.604 -0.1 0.1 -0.2
H 9.813 1.522 -1.632 0.0 -0.2 -0.2
H 8.773 0.502 -0.579 0.2 -0.3 -0.4
H 4.792 -0.302 -2.636 0.0 0.0 0.0
H 5.473 0.922 -3.676 0.1 0.1 -0.1
H 7.148 -0.587 -4.518 0.3 -0.3 0.2
H 6.752 -1.906 -3.339 0.1 0.2 0.3
H 5.613 -1.331 -4.579 0.1 -0.3 0.0
C 5.079 5.553 -9.823 -0.3 0.1 -0.3
C 5.792 4.212 -9.834 0.0 0.9 0.1
C 6.292 3.690 -11.156 0.2 -1.2 0.0
O 5.994 3.608 -8.810 0.0 -0.1 0.1
H 4.010 5.392 -9.984 0.0 -0.1 -0.2
H 5.440 6.197 -10.625 0.0 0.0 0.0
H 5.119 6.096 -8.880 0.4 -0.3 0.2
H 6.759 2.730 -10.919 0.2 0.1 -0.1
H 7.027 4.332 -11.638 -0.1 0.2 0.1
H 5.523 3.432 -11.889 -0.3 0.4 0.1
C 1.886 1.065 -6.477 0.3 0.5 -1.0
C 3.369 0.812 -6.544 -0.4 0.3 0.8
C 4.258 1.986 -6.877 0.6 0.2 0.6
O 3.822 -0.260 -6.211 0.3 -0.1 -0.3
H 1.677 1.722 -5.634 -0.1 -0.1 0.1
H 1.334 0.135 -6.452 -0.1 0.0 0.1
H 1.628 1.648 -7.367 -0.2 -0.1 0.0
H 5.127 1.931 -6.214 0.1 -0.2 -0.2
H 3.847 2.977 -6.664 -0.5 -0.2 -0.2
H 4.624 1.979 -7.900 -0.1 -0.2 -0.1
C 5.433 -0.343 -11.045 0.7 1.0 -0.7
C 6.611 -0.784 -10.212 0.3 -0.8 -0.4
C 6.673 -0.379 -8.775 -0.1 -0.1 0.9
O 7.480 -1.482 -10.697 -0.2 0.3 0.0
H 5.238 -1.022 -11.875 -0.4 -0.5 0.6
H 5.789 0.509 -11.648 0.1 0.2 0.4
H 4.592 0.032 -10.470 -0.2 -0.4 -0.1
H 5.675 -0.349 -8.331 0.1 0.3 0.0
H 7.198 0.566 -8.617 -0.3 0.2 -0.3
H 7.245 -1.091 -8.179 0.1 -0.2 -0.3
C 1.840 3.818 -9.564 -0.7 -0.8 -0.1
C 2.372 2.806 -10.534 0.1 -1.3 0.7
C 2.259 2.986 -12.027 0.7 -0.3 0.7
O 2.859 1.791 -10.063 0.0 0.3 -0.4
H 1.926 4.835 -9.934 -0.1 0.2 0.4
H 2.240 3.548 -8.587 0.6 0.8 0.0
H 0.792 3.529 -9.403 -0.2 0.5 -0.4
H 1.220 2.948 -12.346 0.0 0.6 -0.1
H 2.777 2.149 -12.491 0.0 0.0 0.0
H 2.819 3.904 -12.224 -0.6 0.2 -0.6
```
Positions in Å, forces in eV/Å.

Properties
- Max |F|: 0.0407 Eh/bohr
- Molar mass: 637.09 g/mol
- HOMO-LUMO gap: 0.3229 Eh
- ΔE to the lowest compared entry with this formula, charge and spin: 0.9118 eV
- SMILES: CCN(CC)CC.CCN(CC)CC.CCN(CC)CC.CCN(CC)CC.CC(C)=O.CC(C)=O.CC(C)=O.CC(C)=O